# 1
Computed, not measured: a cluster of 13 separate species, C57H124N13O13 in total in a non-equilibrium geometry, with wB97M-V/def2-TZVPD.

Values from the calculation:
Calculated total energy   -107098.172 eV
Kohn-Sham gap (alpha / beta)   9.16 / 8.50 eV
F_max   6.34 eV/Å
Charge   0
2S+1   4
<S²>   3.766

Geometry (Å):
H 1.279 3.683 -7.888
O 2.075 2.334 4.886
H -3.720 4.115 -1.573
H -2.959 1.787 2.313
C 8.913 -3.325 -0.169
C -2.999 6.929 2.945
H -4.672 5.458 0.271
O -1.712 4.655 1.219
C 4.356 2.419 2.132
H -0.572 -8.095 0.022
H -4.903 -3.323 -3.412
C 3.140 -2.190 0.403
H -1.820 -3.319 -4.418
H -4.133 -6.867 -0.241
N -1.859 -2.941 3.861
C 7.016 -1.794 -0.144
H 7.027 -1.718 -1.232
C 0.488 3.082 -7.439
C 4.174 4.392 -1.324
H -0.333 -1.395 -7.846
N -3.110 -4.665 -3.416
H -4.107 2.029 0.455
N 8.175 -2.387 0.419
H 8.587 -1.031 2.030
C 0.689 -2.238 0.157
O -0.142 -5.683 -0.194
H 2.040 -5.634 1.782
H -2.250 -1.502 2.497
N 1.839 -5.822 3.819
C -4.713 4.704 4.448
H -0.675 -1.045 -4.341
H 3.449 -6.260 5.171
H 6.106 -2.289 0.193
C -3.718 5.744 2.197
C -6.526 2.255 -2.867
H 0.202 -6.534 2.620
H -5.574 3.881 -3.747
H 7.067 -0.449 5.701
H -1.735 -4.264 5.476
O 1.311 -2.590 -4.002
C 1.495 3.208 -5.174
H -4.533 2.767 3.720
H 0.597 1.999 -7.480
H 2.394 3.537 -5.695
C 2.463 -5.796 5.128
C -1.767 -1.530 3.474
H -5.581 4.613 2.405
O 9.926 -3.800 0.299
C 6.288 -0.413 4.924
H -2.068 -6.308 -2.821
H 3.654 4.677 -2.238
H 3.983 5.237 -0.663
H -3.373 3.546 -3.211
N -5.635 2.212 -1.606
H -0.978 -4.382 -3.351
H -4.377 0.288 -4.636
H 0.159 1.667 -2.847
C 4.548 -1.957 3.955
H -4.077 -3.644 -4.977
C -6.630 3.669 -3.579
H -4.134 5.389 5.068
H 0.038 0.250 -5.148
C 1.387 -2.425 -5.185
O 3.557 -4.871 2.801
H -3.919 0.432 -0.261
H -3.872 -5.455 0.701
C -1.347 -5.617 0.024
H -2.608 1.629 -0.230
C 1.932 -1.334 0.439
C -0.343 -0.754 -5.337
H 0.069 2.512 -0.298
H 4.187 -1.077 3.421
H -1.973 1.702 3.767
C 6.504 5.169 -1.389
O -4.025 -6.749 -3.140
C -3.843 3.457 4.205
H -1.947 -2.726 5.956
H 7.100 2.818 -2.446
H -1.394 5.393 4.332
H -3.330 7.959 2.811
H 5.477 2.747 -3.102
H -4.303 2.051 -4.609
C -2.590 3.708 3.329
H -1.951 7.025 2.660
H -2.235 -4.907 3.286
H -8.598 1.852 -3.394
H -1.933 -3.034 -2.747
C 1.784 -0.860 1.875
O 7.744 5.065 -1.443
H -3.153 6.723 4.004
H 3.795 3.491 -0.842
H -0.481 4.038 3.902
N 0.354 3.485 -6.052
H -2.798 1.090 -3.059
N 3.224 2.736 2.971
H -7.089 4.440 -2.961
H 2.104 -2.937 -5.845
H 0.398 -2.847 1.013
H -5.729 6.066 3.091
H 6.953 -2.967 5.756
C 8.367 -2.074 1.800
H -2.303 -0.807 4.088
H -0.698 4.228 -4.383
H 0.863 -0.309 2.064
H 5.983 -2.472 6.964
H 1.765 -1.737 2.522
H 3.464 -2.396 -0.617
C -4.138 2.038 -1.696
H 3.953 -1.678 0.917
H -1.348 -2.204 -0.580
H -1.236 -0.055 -1.747
C -1.381 -3.270 5.201
H 0.860 -2.876 -0.710
H 1.167 1.829 0.725
H -7.999 0.789 -2.060
C 1.081 1.322 -2.378
H 5.298 2.755 2.565
H 4.745 -2.788 3.279
H 6.016 6.118 -1.118
H 4.364 1.332 2.045
H -5.209 6.919 1.158
C -1.922 -3.849 -3.471
C -3.554 -6.493 0.603
H -1.274 -8.123 1.657
H -6.409 0.099 -3.505
H -1.647 4.035 5.321
H 3.193 4.817 2.621
N 5.623 -1.590 4.890
C -4.322 -4.040 -3.991
H -7.174 3.710 -4.523
C -7.988 1.789 -2.493
C 0.431 1.523 -0.018
H -3.883 -6.984 1.519
H 1.691 4.198 3.242
H 1.898 -6.201 5.967
C -2.168 2.290 2.870
H 1.070 -2.417 -7.899
H 8.561 -3.510 -1.196
H -0.446 3.320 -7.950
H 5.215 -3.533 5.870
C -1.496 -8.021 0.595
N 5.603 4.162 -1.599
H -5.680 4.577 4.935
H -5.077 -4.821 -4.077
H 1.533 3.869 -4.308
H -3.604 6.853 0.434
C 0.663 -1.524 -7.424
C -3.677 1.487 -0.388
H -4.004 -0.087 -2.400
N -2.091 -6.677 0.416
C -4.980 5.276 3.028
C -3.312 3.288 -2.153
C 0.570 -6.460 3.643
O 6.133 0.462 4.126
H -1.287 -0.713 -5.881
H 4.315 2.846 1.130
C 2.518 3.962 2.572
C 6.046 2.922 -2.189
H 3.573 -2.255 4.340
C -0.769 4.015 -5.461
H 5.789 2.053 -1.582
H -3.622 3.003 5.171
H -0.722 -1.237 3.371
H -0.040 -1.129 -2.261
H 1.754 2.178 -2.327
H -2.199 -8.809 0.326
H 9.261 -2.579 2.165
O -1.769 4.440 -6.166
H 7.515 -2.237 2.459
C -0.295 -0.493 -1.413
O 3.342 0.456 -0.691
C -3.826 0.937 -2.731
H 1.627 2.168 -4.878
H 6.910 -0.753 0.161
H 1.617 0.664 -3.062
N 0.635 -1.546 -5.957
H -0.153 -5.997 4.316
H 2.616 -0.231 2.192
C 2.861 1.979 4.009
C -6.077 1.080 -3.844
C -0.567 -1.507 -0.273
H 3.049 -3.140 0.929
C 2.483 -5.385 2.758
C 5.909 -2.692 5.900
C -3.073 -5.981 -3.130
C -4.565 1.170 -4.024
H 1.284 -0.682 -7.728
N 2.041 -0.274 -0.636
N -2.865 4.505 2.066
C -4.367 6.262 0.941
H 2.095 3.951 1.568
H -0.497 1.160 0.425
H -6.672 1.126 -4.757
C -1.467 4.307 4.281
H -2.244 3.225 -1.944
H -0.312 -3.162 5.386
C 0.850 0.500 -1.136
H -1.213 2.310 2.346
H -8.493 2.348 -1.705
H 2.762 -4.800 5.455
O -6.078 3.217 -0.631
H 3.359 0.997 4.044
H 0.641 -7.515 3.906
H -0.845 -1.098 0.698
C -2.339 -3.871 2.928
H -1.900 -4.667 -0.038
O -2.886 -3.480 1.909

---

# 2
Computed, not measured: a cluster of 9 separate species, C57H127N5O9 in total in a non-equilibrium geometry, with wB97M-V/def2-TZVPD.

Values from the calculation:
Calculated total energy   -87029.382 eV
Kohn-Sham gap (alpha / beta)   7.70 / 3.77 eV
F_max   6.22 eV/Å
Charge   +1
2S+1   2
Energy above the lowest of the compared OMol25 structures with the same formula, charge and spin   1.5 kcal/mol
<S²>   0.755

Geometry (Å):
H 2.500 30.185 8.782
H -7.272 30.218 8.442
H -2.475 23.601 8.810
H -0.046 21.587 14.407
H -3.521 29.174 16.102
H 1.672 25.261 5.089
H -4.686 21.451 18.898
H 6.101 31.498 8.993
H -2.636 32.716 11.137
H -5.149 26.031 13.600
H -2.309 27.606 12.264
H 4.331 34.717 11.443
H 3.056 23.355 13.780
H -3.308 26.863 20.840
H -1.960 21.439 12.820
H -4.147 34.361 10.491
C -0.124 20.353 12.511
H -1.186 28.592 11.503
C -2.037 25.209 10.210
H 1.759 26.980 4.853
C -1.882 27.960 19.603
N -1.772 28.357 18.115
H -3.138 27.696 15.162
H -0.437 18.357 8.587
H 1.045 18.502 9.496
H 5.317 30.630 12.549
C -0.261 20.903 8.665
H -4.301 26.364 16.881
H 2.707 24.962 13.157
H -2.751 32.648 9.393
H -4.539 27.940 17.560
C 5.310 31.106 11.569
H -3.555 26.555 9.498
O -0.538 26.870 9.224
H 6.162 31.781 11.653
C 4.581 24.813 11.025
H -2.150 29.267 9.515
H 0.219 27.315 19.773
H -2.487 21.042 9.849
C -6.550 24.782 14.666
H -0.874 24.137 8.785
H -8.277 24.573 13.211
C 2.742 27.722 7.362
C -1.236 27.798 12.248
C 3.284 30.795 9.231
C 0.408 21.535 13.417
H -3.878 22.323 15.059
C -7.983 25.133 14.099
C 4.015 32.005 11.385
H -0.756 26.868 21.158
H -1.987 25.576 15.945
C -0.401 26.689 11.688
H 4.357 24.536 13.741
C -6.754 31.057 10.929
H 0.442 24.878 12.421
H -5.292 33.320 8.566
H -1.484 30.711 10.104
H 0.470 26.342 5.836
C 2.462 26.335 6.822
H -2.223 30.207 20.068
C -0.756 26.928 20.070
H -4.018 29.270 11.733
C -1.637 24.560 12.745
C -1.950 24.087 11.303
H -1.128 21.021 8.015
H -8.742 25.011 14.872
O -4.999 23.394 17.045
H 3.414 25.842 6.622
H 0.153 18.108 12.423
H 2.560 31.809 13.033
C 1.078 27.247 11.567
C -0.512 19.993 9.904
H 4.207 30.215 9.233
C -2.450 27.517 17.083
H 5.629 24.749 11.319
H 2.441 32.659 8.336
C 4.295 34.438 8.404
C 4.520 33.089 9.115
H -3.456 25.566 18.795
C 0.424 18.956 13.052
N 4.281 33.205 10.619
C -2.056 20.095 10.175
H -6.112 31.172 11.802
C -1.642 29.349 20.408
C 3.422 32.423 12.773
H -1.892 28.911 15.468
C -6.005 31.492 9.545
C -3.207 22.394 15.915
C -3.290 32.426 10.315
C -5.384 24.973 13.709
C -2.767 28.417 15.890
H -1.347 25.680 17.565
C -3.313 27.499 19.955
H 4.507 34.555 7.341
H -2.563 18.661 11.782
O -6.655 23.463 14.907
O 5.045 34.132 11.179
N -4.771 30.700 9.335
H -5.561 24.623 12.692
H -4.294 30.755 12.501
H -7.204 30.066 10.991
H 3.077 28.379 6.560
O 1.679 20.675 10.966
C -3.676 30.305 11.725
H 3.519 27.661 8.124
H -6.475 31.385 7.429
H 1.221 27.785 12.505
H -0.525 17.725 10.123
H 1.808 26.438 11.598
C 3.472 24.186 13.211
H -3.506 20.040 11.855
H 1.861 28.231 7.752
C -4.530 33.341 10.517
H 4.923 35.220 8.830
C 3.391 32.156 8.517
H 2.917 30.088 11.162
H -4.959 26.268 19.181
H -1.946 29.240 21.449
H 0.653 20.583 8.164
C 3.767 23.718 11.767
H -6.441 25.334 15.600
C -2.488 19.736 11.613
C -2.346 30.338 9.551
H 2.990 33.419 12.672
H -2.892 23.556 11.443
H -6.591 33.589 9.736
H 1.313 27.862 10.699
H 3.603 31.894 7.480
H -4.656 20.791 17.281
H -2.027 19.918 13.567
H 2.890 23.763 10.064
H 6.785 33.131 9.523
H -3.232 20.708 18.068
C -3.847 22.738 17.335
H -5.410 23.573 17.894
O 1.793 25.559 7.790
C -0.041 18.541 9.586
H -7.990 26.163 13.742
C -1.683 20.399 12.651
H -0.742 25.946 19.598
O -5.066 29.422 9.106
H -1.225 23.338 10.985
H 4.304 25.845 11.238
H -4.887 33.195 11.537
H -0.221 25.830 13.687
C -1.581 26.272 16.680
H -3.897 28.399 20.147
H 1.915 24.628 7.593
H -2.557 21.521 15.861
N -0.909 26.144 10.393
C -6.931 31.253 8.410
C -3.608 30.933 10.268
H -3.531 26.296 11.261
H -0.608 29.693 20.420
H -0.043 18.704 14.004
H 0.266 26.430 8.935
C -3.434 25.814 10.288
H -3.218 23.371 17.960
C -4.083 21.385 17.993
H -2.431 25.189 13.147
O 2.617 23.597 10.969
H -7.804 31.896 8.522
H 1.498 19.083 13.185
H -2.015 25.211 7.983
H -6.114 23.344 15.692
H 3.326 34.921 8.527
H 1.925 31.367 10.850
H 4.189 22.714 11.820
H -0.617 26.563 16.262
H -2.578 19.413 9.503
H 0.293 22.482 12.889
H -0.667 29.781 17.908
H 6.413 32.807 7.914
C 2.958 31.065 10.680
H -0.088 21.927 8.996
C 1.525 26.216 5.594
H -4.184 25.045 10.104
H -2.572 23.256 15.712
H 5.624 30.335 10.866
H -4.461 24.501 14.044
N 0.261 20.583 11.082
C -1.893 24.522 8.819
H -7.517 31.824 11.064
O -0.554 28.840 17.755
H -4.930 29.413 8.155
H 4.229 32.480 13.503
C -5.666 33.043 9.552
C -3.857 27.089 17.563
H -2.678 30.207 12.151
H 1.493 21.473 13.495
H -2.229 30.732 8.541
C -3.930 26.536 18.941
H -0.968 28.192 13.228
H 4.665 24.605 9.958
C -0.436 25.471 12.680
H -1.559 23.758 13.480
C 6.059 32.585 8.920
H 1.813 21.624 11.030